[1]
This record from OMol25 describes a cluster of 2 separate species, C6H12O4 in total in a non-equilibrium geometry. The level of theory is the ωB97M-V functional and the def2-TZVPD basis.

Each line ends with the Mulliken charge.
Atoms and positions in Å:
1 O -1.1693 -0.7553 -0.3061  -0.5993
2 O -0.9200 -0.4309 3.1684  -0.3827
3 O 1.8564 0.0164 1.6011  -0.4813
4 O -1.0933 -2.1991 1.7527  -0.5932
5 C -0.4317 -1.5333 2.5689  0.0998
6 C -0.2847 0.1580 0.1149  -0.1206
7 C 1.0454 -0.0151 -2.0357  -1.3929
8 C -0.6251 1.8450 -1.6683  -1.5646
9 C 0.4119 0.9231 -1.0092  0.5691
10 C 1.0420 -0.6548 1.0340  -0.1525
11 H -0.6649 0.8287 0.8994  0.3192
12 H 1.8697 -0.5819 -1.6044  0.3483
13 H 0.3029 -0.7138 -2.4195  0.2942
14 H -1.0582 2.5370 -0.9463  0.3664
15 H -0.1519 2.4258 -2.4578  0.4439
16 H 1.3046 -1.6145 0.5359  0.4527
17 H 1.1855 1.5410 -0.5450  0.3247
18 H 1.4295 0.5634 -2.8757  0.4144
19 H -1.2858 -1.4804 0.4439  0.4919
20 H -1.4276 1.2546 -2.1062  0.3183
21 H 0.3950 -1.9649 3.1442  0.4678
22 H -1.7307 -0.1491 2.7108  0.3765

Forces on the atoms, in the same order (eV/Å):
-1.04 -2.12 0.39
0.65 -0.44 -0.58
-0.24 -0.41 0.69
1.58 0.90 1.41
-3.13 -1.36 0.86
2.51 -0.64 2.74
-0.12 0.13 0.08
0.24 -0.15 0.05
-0.39 -0.01 0.05
-0.22 2.38 -3.83
-0.07 0.31 -0.25
0.05 -0.05 -0.04
0.00 -0.03 0.01
-0.01 0.02 0.03
-0.01 0.07 -0.08
-0.13 -0.46 0.65
-0.02 -0.04 0.03
0.07 -0.01 0.00
-0.01 1.69 -1.76
-0.07 -0.03 -0.05
0.28 0.40 -0.45
0.07 -0.15 0.02

For the energy above the lowest of the compared OMol25 structures with the same formula, charge and spin, the calculation gives 2.580 eV. For the strongest force on any atom, the calculation gives 4.51 eV Å⁻¹. For the HOMO-LUMO gap, the calculation gives 8.2421 eV. As for the SMILES: CC(C)[C@@H](O)C=O.O=CO. As for the charge: 0. The spin multiplicity is 1.

[2]
This record from OMol25 describes a structure of composition C14H15Cl2IN2O2Tc in a non-equilibrium geometry. The level of theory is the ωB97M-V functional and the def2-TZVPD basis.

Each line ends with the Mulliken charge.
Atoms and positions in Å:
1 I 2.8485 -0.6380 -0.0954  -0.0495
2 Tc 0.4028 -0.2208 0.0711  0.4547
3 Cl -3.1014 -2.0051 3.0195  -0.1352
4 Cl -2.0612 0.4289 4.4097  -0.0858
5 O -0.9272 -0.8975 1.4460  -0.7244
6 O -1.6788 1.2199 1.2849  -0.5477
7 N 0.0059 1.0542 -1.4793  0.0875
8 N -0.1084 -1.4400 -1.5642  0.2536
9 C -0.3041 -3.0323 -3.8550  -0.5070
10 C 0.0319 2.3816 -1.2291  0.0263
11 C -1.7375 0.0771 1.7754  0.5958
12 C 1.7264 -0.1188 4.8378  -0.6124
13 C -2.7410 -0.2714 2.9073  0.0853
14 C 1.9452 1.3289 4.5689  -0.8328
15 C -0.3384 -3.5967 -2.5711  -0.6401
16 C -0.2877 -1.6458 -3.9557  -0.5823
17 C -0.1132 -0.8639 -2.7956  0.7368
18 C -0.0121 0.5770 -2.7538  0.6489
19 C -0.3325 -2.7712 -1.4427  -0.0611
20 C 0.0070 1.4719 -3.8412  -0.4360
21 C 0.2298 2.8230 -3.5959  -0.5667
22 C 0.2384 3.2856 -2.2681  -0.5913
23 H -3.6995 0.2096 2.7066  0.3518
24 H 2.1044 1.8175 5.5521  0.2882
25 H -0.1694 1.0455 -4.8345  0.4169
26 H -0.4996 -3.1263 -0.4220  0.5444
27 H -0.1165 2.6283 -0.1793  0.4900
28 H 2.8757 1.5628 4.0357  0.2889
29 H 1.2678 -0.6015 3.9543  0.0481
30 H -0.4103 -1.1098 -4.8979  0.4218
31 H 0.4049 3.5231 -4.4236  0.4665
32 H 1.0133 -0.3390 5.6353  0.2619
33 H 1.1005 1.8433 4.1100  0.2389
34 H -0.3643 -4.6784 -2.4358  0.4315
35 H 0.4033 4.3374 -2.0270  0.4341
36 H 2.6789 -0.5897 5.1031  0.3211
37 H -0.2817 -3.6695 -4.7507  0.4791

Forces on the atoms, in the same order (eV/Å):
0.73 0.19 -0.10
-1.62 -0.65 -0.07
0.29 0.37 0.04
-0.18 -0.36 -0.50
0.16 0.57 -1.15
0.41 -1.83 0.21
0.73 1.32 1.02
-0.44 -1.50 1.19
0.12 -0.20 0.14
-0.25 -1.80 0.06
-0.38 0.84 0.71
-0.36 -1.21 -0.62
-0.04 0.30 -0.30
0.50 1.54 1.31
-0.02 -0.42 -1.07
0.04 0.05 -0.50
-0.13 0.75 0.35
-0.40 -0.69 0.62
0.32 1.91 0.42
-0.09 -0.07 -0.49
0.14 0.29 0.00
0.00 0.46 -1.04
0.30 0.15 0.08
-0.16 0.04 -0.50
0.35 0.54 0.23
0.28 -0.05 -0.34
0.23 0.29 -0.19
-0.33 -0.28 -0.26
0.50 -0.19 0.18
0.21 -0.47 0.09
-0.27 -0.35 0.39
0.12 0.33 0.10
-0.02 -0.07 -0.12
-0.11 0.27 -0.04
-0.12 -0.27 -0.17
-0.29 -0.19 -0.16
-0.20 0.37 0.49

For the strongest force on any atom, the calculation gives 2.09 eV Å⁻¹. For the HOMO-LUMO gap (spin up / spin down), the calculation gives 6.2246 / 2.9495 eV. As for the charge: +2. The spin multiplicity is 4.

[3]
This record from OMol25 describes a cluster of 2 separate species, C7H12N2O3S in total in a non-equilibrium geometry. The level of theory is the ωB97M-V functional and the def2-TZVPD basis.

Each line ends with the Mulliken charge.
Atoms and positions in Å:
1 S 3.0276 0.4059 -0.8439  0.0727
2 O 3.0011 -1.2519 -0.8483  -0.4740
3 O -0.7325 3.0836 -0.0759  -0.3293
4 O -3.3288 -1.1659 -1.2287  -0.4100
5 N -1.5660 2.0845 0.1889  -0.1312
6 N 1.1487 -1.7425 1.1934  -0.5240
7 C 0.0724 -1.3488 1.1481  0.2122
8 C -1.1579 0.9560 -0.0863  -0.7931
9 C -1.3480 -0.9958 1.2704  -0.4632
10 C -1.9105 -0.9173 -1.3435  -0.6134
11 C -3.4472 -0.0990 -0.2248  -0.6619
12 C -1.9315 -0.2461 0.0110  1.5375
13 C 4.4395 0.6551 0.3115  -0.9432
14 H -4.0714 -0.4033 0.6430  0.3162
15 H 0.0716 2.8176 -0.5237  0.3564
16 H -1.5183 -0.2373 -2.0551  0.3179
17 H 2.9827 -1.7482 -0.0422  0.3656
18 H -3.5109 0.9812 -0.5174  0.3109
19 H 5.3339 0.5989 -0.1389  0.3807
20 H -0.1115 0.9577 -0.6196  -0.1498
21 H 4.4263 0.0260 1.0768  0.3230
22 H 4.4902 1.7445 0.6365  0.2892
23 H -1.2148 -0.2400 2.1495  0.3238
24 H -1.4249 -1.9253 -1.4782  0.3119
25 H -1.7197 -1.9899 1.3974  0.3750

Forces on the atoms, in the same order (eV/Å):
0.69 -0.65 1.50
0.55 0.31 -2.28
-0.09 2.59 0.34
-0.81 1.75 -0.73
-1.37 0.91 0.88
0.09 0.07 0.02
0.34 -0.14 -0.45
3.50 0.41 -1.97
1.28 1.75 -0.09
-0.18 -3.48 1.22
1.22 -0.60 1.25
1.22 -0.94 1.57
-2.50 4.78 -2.06
0.04 0.39 -0.86
0.56 -0.75 -0.29
-0.35 0.65 -1.34
-0.57 0.34 1.34
-1.07 -1.16 -0.41
3.15 -0.84 -2.18
-1.48 -0.74 1.02
-0.58 -2.56 3.48
-0.77 -1.26 0.00
-1.46 -1.62 -1.05
-0.06 1.07 0.24
-1.35 -0.27 0.85

For the energy above the lowest of the compared OMol25 structures with the same formula, charge and spin, the calculation gives 6.484 eV. For the strongest force on any atom, the calculation gives 5.78 eV Å⁻¹. For the HOMO-LUMO gap, the calculation gives 9.1096 eV. As for the SMILES: N#CCC1(/C=N/O)COC1.CSO. As for the charge: 0. The spin multiplicity is 1.

[4]
This record from OMol25 describes a structure of composition C31H23N6O3Ru in a non-equilibrium geometry. The level of theory is the ωB97M-V functional and the def2-TZVPD basis.

Each line ends with the Mulliken charge.
Atoms and positions in Å:
1 Ru 0.1746 0.6049 -0.0063  -0.3648
2 O -4.5677 -1.7499 -0.8174  -0.6641
3 O -0.6136 -1.2697 0.2496  -0.6193
4 O 0.4466 2.6094 0.1914  -0.7462
5 N 1.9612 0.2017 -1.0813  1.2593
6 N 1.5131 0.1869 1.5803  0.3964
7 N -2.5861 -0.1682 -0.1554  -1.4077
8 N 3.1889 0.0813 -0.8324  -0.9077
9 N 0.2181 0.4489 -2.4404  0.3509
10 N -1.7536 0.9050 -0.3370  0.9377
11 C 3.5084 -0.1751 2.8512  -0.6166
12 C 0.7758 -1.4479 3.2670  -0.0698
13 C 1.7274 0.7202 -4.7237  -0.3626
14 C -1.8982 -1.2539 0.1562  1.1451
15 C 1.5499 0.3863 -2.3792  0.2995
16 C 0.3382 0.7942 -4.7832  -0.9427
17 C 0.8538 3.9954 -1.6590  -0.5578
18 C 0.6495 -0.2254 2.5923  0.2950
19 C -0.9977 4.7723 -2.9940  -0.6460
20 C -2.6287 -2.5115 0.3834  0.2422
21 C -4.5031 -3.9691 -0.0250  -0.6897
22 C 2.3538 0.5086 -3.5144  -0.9227
23 C -1.3140 -1.0757 4.4083  -0.5411
24 C -1.4455 0.1420 3.7576  -0.6954
25 C 4.8609 -0.3799 2.9127  -0.5934
26 C 3.6344 -0.0660 0.4206  -0.3604
27 C -2.2195 2.0013 -0.8597  -0.4051
28 C -3.9030 -2.7193 -0.1609  0.3061
29 C -2.6354 -4.7446 1.2871  -0.8617
30 C -0.0022 3.1765 -0.8980  0.9606
31 C 5.6340 -0.4580 1.7395  -0.8159
32 C -1.3732 3.0657 -1.3099  0.4859
33 C -0.1916 -1.8571 4.1659  -0.8136
34 C 2.8267 -0.0372 1.6160  0.9196
35 C -2.0088 -3.5270 1.1110  -0.4805
36 C -3.8747 -4.9677 0.6935  -0.3459
37 C 5.0288 -0.2860 0.5303  -0.3540
38 C -1.8447 3.9307 -2.3123  -0.8416
39 C -0.3750 0.6505 -3.6065  -0.1067
40 C 0.3669 4.7733 -2.6868  -0.5492
41 C -0.4698 0.5748 2.8763  -0.2062
42 H -0.5328 1.5610 2.4274  0.3971
43 H -4.3523 -5.9342 0.7939  0.3731
44 H -2.8967 3.8940 -2.5754  0.3791
45 H -0.0793 -2.8078 4.6725  0.3803
46 H 1.0452 5.4080 -3.2439  0.4175
47 H 2.3117 0.8301 -5.6279  0.4222
48 H -5.4713 -4.1264 -0.4828  0.4256
49 H 5.6047 -0.3212 -0.3850  0.4483
50 H 1.8989 4.0083 -1.3762  0.4895
51 H 2.9320 -0.0829 3.7603  0.5168
52 H -1.3791 5.4132 -3.7776  0.4043
53 H -1.0301 -3.3303 1.5238  0.4633
54 H -4.0603 -0.9162 -0.7214  0.5722
55 H -3.2811 2.0252 -1.0951  0.3759
56 H -2.1662 -5.5218 1.8764  0.4106
57 H 1.6171 -2.0897 3.0396  0.5071
58 H -2.3126 0.7628 3.9434  0.4441
59 H -0.1777 0.9616 -5.7175  0.4234
60 H -2.0790 -1.4158 5.0933  0.4031
61 H -1.4582 0.7008 -3.5853  0.4165
62 H 6.6990 -0.6370 1.7909  0.3709
63 H 5.3351 -0.4695 3.8813  0.4044
64 H 3.4281 0.4470 -3.4220  0.4450

Forces on the atoms, in the same order (eV/Å):
2.81 -1.51 0.14
-0.31 -0.34 -0.10
-0.35 -0.60 -0.11
0.50 -0.06 -0.82
-1.11 0.52 1.76
-0.80 0.18 -0.79
-0.46 -0.36 0.21
-0.03 -0.26 -0.49
0.34 0.08 0.48
-0.55 0.87 -0.04
0.50 -0.20 0.45
0.05 0.12 -0.34
-0.25 0.02 -0.13
0.57 0.33 -0.11
-0.20 -0.01 -1.78
0.11 -0.03 0.04
-0.14 0.11 0.06
-0.60 0.00 1.09
0.03 0.16 -0.15
0.08 0.02 -0.07
-0.12 -0.03 -0.04
0.14 -0.05 0.47
-0.03 0.05 -0.06
-0.10 -0.10 0.09
-0.62 0.07 0.02
-0.04 0.17 0.53
0.04 -0.51 0.19
0.01 0.15 0.10
0.08 -0.07 0.08
-0.29 0.70 0.24
0.26 -0.03 -0.46
0.60 0.31 -0.04
0.00 -0.04 0.04
-0.53 0.33 -0.64
-0.13 -0.04 -0.11
0.01 0.05 -0.02
0.37 -0.03 0.28
-0.11 -0.24 0.06
-0.18 0.09 -0.05
-0.07 -0.08 0.08
0.40 0.08 -0.02
-0.03 -0.02 -0.05
-0.04 0.02 0.02
0.01 -0.03 -0.02
0.01 0.00 -0.03
-0.01 -0.01 -0.02
0.03 -0.01 0.02
0.01 0.01 0.02
-0.07 0.03 -0.04
-0.01 0.06 0.01
0.02 -0.02 0.00
-0.01 -0.01 0.02
0.05 0.00 0.03
0.13 0.11 0.03
-0.03 -0.02 -0.04
0.02 0.00 -0.05
0.00 -0.03 0.02
0.02 0.03 0.00
0.00 -0.01 0.01
0.01 0.00 0.01
0.02 0.02 -0.03
-0.01 0.01 0.04
0.01 0.02 0.01
-0.01 0.02 0.00

For the energy above the lowest of the compared OMol25 structures with the same formula, charge and spin, the calculation gives 1.817 eV. For the strongest force on any atom, the calculation gives 3.19 eV Å⁻¹. For the HOMO-LUMO gap (spin up / spin down), the calculation gives 5.9791 / 5.9745 eV. As for the charge: 0. The spin multiplicity is 2.

[5]
This record from OMol25 describes a structure of composition C4H6HgLiO2 in a non-equilibrium geometry. The level of theory is the ωB97M-V functional and the def2-TZVPD basis.

Each line ends with the Mulliken charge.
Atoms and positions in Å:
1 Hg -0.9714 0.3233 -3.2385  0.6937
2 O 0.2891 -1.8458 2.2432  -0.4405
3 O -0.7865 0.7282 -1.2718  -0.8515
4 C 0.0673 0.1397 0.8514  -1.0667
5 C -0.0384 0.0115 -0.5380  0.9568
6 C 0.8427 -0.8123 1.6435  0.6384
7 C 2.0602 -0.1224 1.2693  -1.1124
8 Li -1.6037 2.3556 -0.6036  0.9386
9 H 2.2468 -1.3930 1.6879  0.5006
10 H 2.0990 0.9749 1.3103  0.3638
11 H 0.5084 -0.8117 -1.0201  0.3066
12 H -0.6987 0.6724 1.4199  0.3424
13 H 3.1455 -0.1281 1.4079  0.3359
14 H -0.5913 -2.1295 1.9717  0.3942

Forces on the atoms, in the same order (eV/Å):
-0.32 -0.69 -3.23
2.28 -0.35 0.87
-1.73 2.73 1.26
-3.57 -0.89 -2.08
2.06 -1.87 4.00
-0.90 2.84 -2.19
1.91 -3.73 2.54
0.02 -0.08 -0.03
0.11 2.94 -1.12
-0.83 -0.28 -0.39
0.19 0.40 0.17
-0.01 0.20 -0.12
1.05 -1.68 0.75
-0.26 0.46 -0.43

For the energy above the lowest of the compared OMol25 structures with the same formula, charge and spin, the calculation gives 2.852 eV. For the strongest force on any atom, the calculation gives 4.91 eV Å⁻¹. For the HOMO-LUMO gap (spin up / spin down), the calculation gives 8.2612 / 6.7989 eV. As for the charge: +2. The spin multiplicity is 2.